The following is a quantum chemistry calculation of one molecule with the formula C5H4, from OMol25.

Atoms and positions in Å:
1 C 2.176 -0.770 0.157
2 C 1.220 -0.061 -0.011
3 C 0.023 0.779 -0.113
4 C -1.200 0.001 -0.355
5 C -2.196 -0.505 0.088
6 H 3.034 -1.397 0.278
7 H -0.198 1.186 0.881
8 H 0.156 1.630 -0.786
9 H -2.984 -0.842 0.712

Cartesian forces (eV/Å) of the 3 atoms listed first:
-0.22 0.23 -0.16
0.43 -0.20 0.05
0.17 0.11 0.00

electronic energy	-192.76116	a.u.
LUMO level	0.87	eV
energy above the lowest of the compared OMol25 structures with the same formula, charge and spin	86.6	kJ/mol
frontier orbital gap	10.82	eV

The following is a quantum chemistry calculation of an isolated ion of composition C5H10NO2 and charge -1, from OMol25.

Atoms and positions in Å:
1 C 0.541 -0.037 -1.848
2 C 0.486 0.340 -0.350
3 C -0.109 1.762 -0.100
4 O 0.063 2.212 1.160
5 N -0.046 -0.716 0.543
6 C -1.008 -0.313 1.568
7 C 0.303 -2.006 0.459
8 O 0.920 -2.557 -0.440
9 H -0.332 -0.627 -2.145
10 H 1.431 -0.620 -2.041
11 H 0.597 0.899 -2.404
12 H 1.483 0.507 0.001
13 H 0.456 2.393 -0.821
14 H -1.157 1.774 -0.510
15 H -2.040 -0.231 1.217
16 H -0.871 -0.930 2.466
17 H -0.702 0.688 1.874
18 H -0.015 -2.538 1.370

Cartesian forces (eV/Å) of the 3 atoms listed first:
-0.27 0.01 0.84
-0.05 0.03 -0.44
0.15 0.13 0.37

electronic energy	-401.74368	a.u.
LUMO level	3.95	eV
charge	-1
energy above the lowest of the compared OMol25 structures with the same formula, charge and spin	218.3	kJ/mol
frontier orbital gap	6.78	eV

The following is a quantum chemistry calculation of an isolated ion of composition CH6N2P and charge +1, from OMol25.

Atoms and positions in Å:
1 N -0.942 -1.084 0.004
2 P 0.666 -0.418 1.201
3 C 0.674 0.719 0.010
4 N 0.345 1.387 -1.065
5 H -1.640 -0.461 -0.550
6 H -0.806 -1.861 -0.602
7 H -0.210 -1.023 2.120
8 H 1.783 -0.125 1.906
9 H -0.442 1.963 -1.032
10 H 0.572 0.902 -1.992

Cartesian forces (eV/Å) of the 3 atoms listed first:
-0.89 2.32 0.61
-3.00 0.01 -2.07
-1.14 -0.54 -1.70

electronic energy	-492.08915	a.u.
LUMO level (alpha / beta)	-6.26 / -6.26	eV
charge	+1
energy above the lowest of the compared OMol25 structures with the same formula, charge and spin	550.7	kJ/mol
frontier orbital gap (alpha / beta)	7.65 / 7.68	eV

The following is a quantum chemistry calculation of C31H47ClO2P2Sc as an isolated structure, from OMol25.

Atoms and positions in Å:
1 Sc -0.725 1.472 -3.190
2 C 0.592 0.881 0.470
3 C 1.521 1.186 -0.542
4 C -0.474 2.293 -0.995
5 C -0.630 1.528 0.199
6 C 0.842 2.018 -1.491
7 C 0.849 0.018 1.638
8 H 1.763 -0.571 1.476
9 H -0.011 -0.657 1.779
10 H 0.982 0.604 2.564
11 C -1.840 1.458 1.022
12 H -2.096 0.400 1.170
13 H -2.670 1.973 0.536
14 H -1.686 1.903 2.011
15 C -1.439 3.293 -1.521
16 H -1.068 4.319 -1.396
17 H -2.385 3.227 -0.974
18 H -1.713 3.217 -2.629
19 C 1.457 2.630 -2.681
20 H 1.638 3.724 -2.544
21 H 0.825 2.601 -3.616
22 H 2.400 2.118 -2.911
23 C 2.924 0.716 -0.626
24 H 3.624 1.524 -0.370
25 H 3.189 0.345 -1.624
26 H 3.098 -0.102 0.089
27 C -0.796 -3.071 -0.890
28 C 0.267 -3.396 -0.142
29 C 1.668 -3.088 -0.554
30 C 1.998 -3.666 -1.972
31 C 2.221 -2.563 -2.952
32 C 1.538 -1.420 -2.974
33 C 0.212 -1.200 -2.263
34 C -0.733 -2.424 -2.239
35 H 2.412 -3.418 0.188
36 H 1.182 -4.340 -2.294
37 H 1.798 -1.992 -0.616
38 H -0.463 -3.157 -3.028
39 H -1.806 -3.303 -0.514
40 H 0.166 -3.916 0.825
41 H -1.758 -2.092 -2.465
42 H 0.383 -0.854 -1.236
43 H 1.890 -0.546 -3.560
44 H -0.358 -0.347 -2.758
45 H 2.875 -4.328 -1.881
46 H 2.972 -2.776 -3.738
47 P -0.803 -0.759 -5.126
48 P -0.562 2.474 -5.433
49 C -0.764 0.016 -6.815
50 C -1.373 1.421 -6.763
51 H -1.313 -0.647 -7.497
52 H 0.293 0.032 -7.137
53 H -1.317 1.936 -7.730
54 H -2.436 1.372 -6.483
55 C -1.288 4.123 -5.742
56 H -0.901 4.818 -4.992
57 H -2.379 4.053 -5.604
58 H -1.078 4.516 -6.742
59 C 1.216 2.531 -6.018
60 H 1.337 2.725 -7.088
61 H 1.724 1.581 -5.785
62 H 1.750 3.310 -5.454
63 C -2.478 -1.532 -5.088
64 H -2.583 -2.157 -4.192
65 H -2.607 -2.174 -5.971
66 H -3.255 -0.760 -5.076
67 C 0.056 -2.331 -5.617
68 H 0.838 -2.126 -6.354
69 H -0.658 -3.045 -6.055
70 H 0.539 -2.827 -4.772
71 Cl -2.961 -3.541 8.200
72 C -2.786 -3.342 6.507
73 C -3.181 -4.380 5.632
74 C -3.035 -4.200 4.250
75 C -2.511 -3.005 3.721
76 C -2.133 -1.988 4.607
77 C -2.252 -2.140 5.993
78 C -2.320 -2.849 2.228
79 O -2.465 -3.915 1.580
80 O -2.018 -1.685 1.835
81 H -3.590 -5.307 6.039
82 H -3.324 -5.015 3.582
83 H -1.733 -1.065 4.207
84 H -1.949 -1.359 6.676

Cartesian forces (eV/Å) of the 3 atoms listed first:
0.93 -1.27 2.59
1.34 0.34 -0.53
-1.24 -0.61 0.81

electronic energy	-3263.14370	a.u.
LUMO level (alpha / beta)	-4.67 / -5.09	eV
charge	+1
energy above the lowest of the compared OMol25 structures with the same formula, charge and spin	0.0	kJ/mol
frontier orbital gap (alpha / beta)	4.28 / 3.86	eV

Q: energy above the lowest of the compared OMol25 structures with the same formula, charge and spin of number 4 (C31H47ClO2P2Sc)?
A: 0.0 kJ/mol

Q: The highest energy above the lowest of the compared OMol25 structures with the same formula, charge and spin belongs to which entry?
A: CH6N2P